(1)
ORCA calculation (wB97M-V/def2-TZVPD) on a structure of composition C9H16B2BrIN2NiO9S in a non-equilibrium geometry.

Summary:
HOMO energy (spin up / spin down) ... -15.715 / -15.698 eV
Expectation value of S² ... 2.02
Frontier orbital gap (spin up / spin down) ... 6.88 / 4.43 eV
Spin multiplicity ... 3
Calculated total energy ... -162349.1053 eV
Net charge ... +2

Last column: Mulliken spin population.
CARTESIAN COORDINATES (ANGSTROEM)
C: 3.85 -0.84 2.49  0.0595
C: 2.20 -1.08 2.50  -0.0630
O: 1.67 -1.27 3.74  0.2058
N: 1.34 -1.12 1.25  0.4073
C: 1.92 -1.91 0.18  -0.0106
C: 0.56 0.09 1.06  -0.0691
O: 1.34 1.37 1.14  0.0331
S: 2.66 1.42 0.10  -0.0034
O: 3.49 2.69 0.54  0.0069
O: 2.24 1.74 -1.51  0.0000
C: 1.23 0.76 -2.03  -0.0016
C: -0.24 1.01 -1.43  -0.0026
Br: -0.40 3.03 -1.12  0.0053
B: -1.31 0.82 -2.69  -0.0011
N: -2.59 1.68 -2.86  -0.0006
O: -1.13 -0.23 -3.75  -0.0002
C: -0.67 0.15 -0.05  0.0324
C: -1.36 -1.25 -0.42  -0.0077
C: -1.46 -2.45 0.67  -0.0240
O: -1.54 -3.71 0.15  0.0105
I: -1.52 -2.38 2.85  0.3492
O: -1.55 1.22 0.53  0.0122
B: -2.77 0.82 1.13  -0.0119
O: -2.90 0.84 2.63  0.0008
O: -4.02 0.39 0.41  0.0039
H: 4.40 -1.48 1.68  0.0043
H: 4.10 0.32 2.35  -0.0019
H: 4.30 -1.14 3.55  -0.0031
H: 2.22 -2.99 0.60  0.0186
H: 1.35 -2.11 -0.81  0.0038
H: 2.97 -1.44 -0.14  0.0456
H: -0.04 0.18 2.10  0.0072
H: 1.63 -0.34 -2.05  -0.0009
H: 1.15 1.05 -3.19  -0.0002
H: -2.35 2.60 -3.31  0.0002
H: -3.00 1.92 -1.93  0.0006
H: -1.21 0.29 -4.63  0.0000
H: -2.45 -1.22 -0.91  0.0006
H: -0.71 -1.73 -1.31  -0.0015
H: -3.90 0.78 2.86  -0.0001
H: -3.87 0.41 -0.58  0.0006
Ni: -3.62 3.11 0.18  0.9948



(2)
ORCA calculation (wB97M-V/def2-TZVPD) on a structure of composition C30H39AsF6IIrN4O4Si2.

Summary:
HOMO energy ... -6.436 eV
Frontier orbital gap ... 5.88 eV
Calculated total energy ... -149735.4468 eV
Net charge ... 0

Last column: Mulliken charge in e.
CARTESIAN COORDINATES (ANGSTROEM)
Ir: -0.02 1.13 -0.53  0.9159
C: 2.46 -0.68 -4.18  -1.3376
C: 3.03 -0.78 -2.80  0.4890
N: 4.10 -1.51 -2.61  -0.5948
C: 4.64 -1.58 -1.38  -1.1848
C: 4.20 -0.83 -0.32  0.7368
C: 4.91 -0.90 0.99  -1.2261
O: 3.98 -1.30 2.00  -0.3590
C: 3.05 -0.02 -0.50  -0.3194
C: 2.76 0.99 0.49  -0.1887
N: 1.68 1.68 0.53  0.7589
C: 1.66 2.89 1.27  -0.1337
C: 2.12 3.02 2.57  -0.0517
C: 2.11 4.27 3.18  -1.0351
C: 1.66 5.38 2.50  -0.6479
C: 1.20 5.27 1.20  -0.3880
C: 1.20 4.02 0.60  0.2695
I: 0.49 3.72 -1.35  0.0438
C: 2.38 -0.07 -1.74  1.2180
O: 1.25 0.52 -2.03  -0.5196
H: 3.07 -1.26 -4.86  0.3723
H: 2.44 0.36 -4.51  0.3144
H: 1.43 -1.03 -4.21  0.1962
H: 5.49 -2.24 -1.27  0.2871
H: 5.34 0.07 1.25  0.4469
H: 5.74 -1.61 0.91  0.4035
H: 4.45 -1.43 2.83  0.2537
H: 3.56 1.26 1.17  0.5924
H: 2.44 2.14 3.12  0.4309
H: 2.45 4.36 4.20  0.4061
H: 1.65 6.35 2.99  0.3972
H: 0.82 6.13 0.66  0.4559
C: -0.36 -2.74 -2.91  -0.6648
Si: 0.05 -3.13 -1.14  0.9153
C: -1.16 -4.34 -0.38  -1.3164
C: 1.80 -3.77 -0.92  -1.0642
As: -0.17 -1.18 0.18  0.3630
Si: -0.27 -1.61 2.50  0.5599
C: -2.07 -1.86 2.97  -0.9237
C: 0.73 -3.15 2.84  -1.0201
C: 0.48 -0.15 3.36  -0.3870
H: 0.34 -3.25 -3.58  0.5411
H: -0.31 -1.67 -3.11  -0.3923
H: -1.38 -3.06 -3.16  0.4723
H: -0.81 -5.35 -0.61  0.4567
H: -2.16 -4.22 -0.81  0.3606
H: -1.23 -4.26 0.70  0.2110
H: 1.84 -4.85 -1.11  0.5256
H: 2.17 -3.60 0.09  0.1247
H: 2.48 -3.28 -1.61  0.2576
H: -2.56 -2.60 2.34  0.2414
H: -2.62 -0.92 2.90  0.0970
H: -2.12 -2.21 4.00  0.4695
H: 0.31 -4.04 2.36  0.2898
H: 0.77 -3.34 3.92  0.4119
H: 1.76 -3.02 2.48  0.1213
H: -0.02 0.77 3.06  -0.1916
H: 1.54 -0.08 3.10  -0.0829
H: 0.41 -0.26 4.44  0.5735
N: -3.33 0.79 -5.26  -0.3295
C: -3.62 -0.35 -4.54  0.1883
O: -4.23 -1.27 -5.06  -0.6939
C: -3.13 -0.41 -3.16  0.6293
C: -3.64 -1.43 -2.29  -0.8870
C: -3.20 -1.56 -1.02  -1.1879
C: -2.19 -0.64 -0.49  0.7637
N: -1.71 0.36 -1.40  0.2889
C: -2.16 0.42 -2.65  -0.8079
H: -3.76 0.83 -6.17  0.2578
H: -3.15 1.66 -4.79  0.1763
H: -4.42 -2.08 -2.68  0.4190
H: -3.63 -2.29 -0.35  0.7430
H: -2.46 -0.22 0.47  -1.0512
H: -1.66 1.15 -3.27  0.2588
C: -3.68 1.60 1.28  -2.2164
C: -2.39 2.43 1.32  1.5709
O: -1.24 1.73 1.06  0.2589
C: -2.22 2.95 2.77  -0.0160
F: -3.26 3.69 3.19  -0.3037
F: -2.13 1.90 3.62  -0.2422
F: -1.11 3.69 2.94  -0.1546
C: -2.65 3.64 0.39  -0.2785
F: -1.73 4.62 0.50  -0.2044
F: -2.67 3.24 -0.90  -0.1479
F: -3.84 4.22 0.62  -0.3078
H: -3.56 0.72 1.91  0.2909
H: -3.89 1.28 0.26  0.5524
H: -4.54 2.16 1.64  0.4794



(3)
ORCA calculation (wB97M-V/def2-TZVPD) on an isolated molecule of C2H3NS4 in a non-equilibrium geometry.

Summary:
HOMO energy ... -8.361 eV
SMILES ... SC1(S)C=NSS1
Frontier orbital gap ... 8.61 eV
Calculated total energy ... -46952.1548 eV
Net charge ... 0

Last column: Mulliken charge in e.
CARTESIAN COORDINATES (ANGSTROEM)
S: 0.92 0.10 1.62  -0.1096
C: 0.07 0.24 0.02  -0.0125
S: 1.13 1.24 -1.10  -0.1392
C: -0.38 -1.12 -0.56  -0.0528
N: -1.67 -1.38 -0.62  -0.4551
S: -2.82 -0.37 -0.11  0.0843
S: -1.50 1.14 0.46  -0.0906
H: 2.12 -0.30 1.17  0.1623
H: 1.64 2.05 -0.04  0.1925
H: 0.49 -1.62 -0.84  0.4207



(4)
ORCA calculation (wB97M-V/def2-TZVPD) on a cluster of 9 separate species, C51H47N9O17 in total in a non-equilibrium geometry.

Summary:
HOMO energy ... -9.299 eV
SMILES ... O=[N+]([O-])c1ccccc1.O=[N+]([O-])c1ccccc1.O=[N+]([O-])c1ccccc1.O=[N+]([O-])c1ccccc1.O=[N+]([O-])c1ccccc1.O=[N+]([O-])c1ccccc1.O=[N+]([O-])c1ccccc1.O=[N+]([O-])c1ccccc1.CNC(C)=O
Frontier orbital gap ... 8.56 eV
Calculated total energy ... -101844.3449 eV
Net charge ... 0

Last column: Mulliken charge in e.
CARTESIAN COORDINATES (ANGSTROEM)
O: -2.45 -0.23 -2.52  -0.5522
N: -2.74 -1.13 -3.29  1.0888
O: -2.69 -1.00 -4.48  -0.6555
C: -3.35 -2.38 -2.71  0.2694
C: -3.40 -2.59 -1.31  -0.5649
C: -4.25 -3.64 -0.93  -0.4016
C: -4.97 -4.41 -1.86  -0.5207
C: -4.74 -4.24 -3.25  -0.5760
C: -3.91 -3.19 -3.70  -0.4610
H: -3.05 -1.82 -0.65  0.6597
H: -4.45 -3.74 0.14  0.3756
H: -5.56 -5.24 -1.45  0.3827
H: -5.28 -4.80 -4.01  0.3640
H: -3.82 -2.96 -4.73  0.5681
O: 3.13 -1.51 2.28  -0.4828
N: 2.51 -2.46 1.89  1.0773
O: 1.36 -2.81 2.22  -0.5435
C: 3.23 -3.30 0.91  0.3825
C: 2.62 -3.73 -0.23  -0.6846
C: 3.44 -4.39 -1.20  -0.2799
C: 4.74 -4.68 -0.89  -0.9068
C: 5.25 -4.28 0.36  -0.1833
C: 4.57 -3.55 1.25  -0.9671
H: 1.59 -3.53 -0.46  0.6669
H: 2.99 -4.70 -2.15  0.4048
H: 5.35 -5.28 -1.49  0.5141
H: 6.34 -4.44 0.57  0.2891
H: 4.96 -3.15 2.13  0.6992
O: 4.71 2.52 4.66  -0.5920
N: 3.69 2.47 3.91  1.0033
O: 3.67 2.08 2.76  -0.5862
C: 2.41 2.95 4.53  -0.5313
C: 1.25 2.91 3.78  0.6299
C: 0.07 3.37 4.33  -0.8733
C: 0.03 3.73 5.65  -0.9024
C: 1.14 3.43 6.47  -0.4575
C: 2.39 3.14 5.91  -0.3960
H: 1.36 2.64 2.73  0.3670
H: -0.74 3.35 3.71  0.8574
H: -0.84 4.00 6.18  0.4054
H: 1.07 3.39 7.55  0.4208
H: 3.32 3.08 6.46  0.5101
O: 1.29 -0.82 -3.07  -0.4610
N: 0.94 -1.89 -3.59  1.2397
O: 0.54 -2.82 -2.94  -0.6381
C: 1.16 -2.09 -5.04  0.0842
C: 0.70 -3.22 -5.69  -0.4329
C: 0.90 -3.26 -7.10  -0.6920
C: 1.73 -2.35 -7.72  -0.2962
C: 2.25 -1.22 -7.03  -0.7007
C: 1.97 -1.13 -5.69  -0.0517
H: 0.17 -3.92 -5.06  0.4922
H: 0.61 -4.11 -7.67  0.3944
H: 1.91 -2.54 -8.77  0.3533
H: 2.93 -0.53 -7.48  0.4307
H: 2.34 -0.42 -4.97  0.2937
O: -0.95 3.95 1.33  -0.3266
N: -0.11 4.54 0.70  0.9754
O: 1.06 4.24 0.63  -0.5359
C: -0.66 5.57 -0.18  0.2517
C: -1.85 6.13 0.21  -0.0966
C: -2.32 7.28 -0.37  -0.9316
C: -1.50 7.80 -1.47  -0.3983
C: -0.32 7.12 -1.93  -0.5888
C: 0.11 6.02 -1.21  -0.3387
H: -2.49 5.64 0.95  0.4152
H: -3.19 7.85 -0.06  0.4141
H: -1.77 8.71 -1.97  0.3885
H: 0.26 7.46 -2.81  0.3660
H: 1.06 5.54 -1.41  0.5395
O: -7.75 -3.54 -0.82  -0.5312
N: -8.44 -2.72 -0.19  0.8061
O: -9.62 -2.97 0.18  -0.5600
C: -7.93 -1.34 0.01  0.2124
C: -6.82 -0.93 -0.72  -0.5295
C: -6.25 0.27 -0.35  -0.4561
C: -6.78 1.02 0.66  -0.3916
C: -7.88 0.57 1.43  -0.5369
C: -8.46 -0.62 1.09  -0.4211
H: -6.44 -1.57 -1.42  0.6977
H: -5.44 0.64 -0.96  0.4988
H: -6.34 1.97 0.87  0.4557
H: -8.23 1.17 2.30  0.3429
H: -9.31 -1.07 1.64  0.4056
O: 4.48 -1.81 -3.97  -0.5807
N: 5.05 -1.55 -2.92  0.9819
O: 5.82 -2.30 -2.33  -0.5799
C: 4.66 -0.31 -2.23  0.1039
C: 4.77 -0.27 -0.84  -0.3191
C: 4.37 0.89 -0.24  -0.7990
C: 3.84 1.97 -0.97  -0.1824
C: 3.79 1.93 -2.35  -0.7408
C: 4.21 0.78 -2.97  -0.4542
H: 5.01 -1.11 -0.21  0.6692
H: 4.38 0.89 0.85  0.5727
H: 3.63 2.83 -0.37  0.4396
H: 3.44 2.75 -2.99  0.4095
H: 4.34 0.74 -4.06  0.5386
O: -3.67 1.42 1.99  -0.6937
N: -3.17 1.85 1.00  1.3263
O: -3.75 2.58 0.20  -0.6685
C: -1.79 1.41 0.68  -0.6082
C: -1.06 0.64 1.57  -0.9191
C: 0.23 0.35 1.24  -0.7193
C: 0.76 0.63 0.01  0.3012
C: -0.02 1.32 -0.94  -0.7042
C: -1.30 1.79 -0.55  -0.4302
H: -1.45 0.50 2.54  0.7371
H: 0.78 -0.18 1.97  0.5442
H: 1.75 0.30 -0.29  0.4416
H: 0.37 1.44 -1.95  0.5447
H: -1.82 2.48 -1.16  0.7825
C: 1.09 -2.17 5.29  -0.8340
N: 2.42 -2.73 5.55  -0.1748
C: 3.55 -1.98 5.62  0.4898
C: 3.49 -0.51 5.83  -0.4880
O: 4.64 -2.54 5.53  -0.6699
H: 0.36 -2.95 4.91  0.2796
H: 1.13 -1.38 4.51  0.1746
H: 0.63 -1.85 6.19  0.3951
H: 2.59 -3.54 5.04  0.3107
H: 4.34 -0.30 6.43  0.4089
H: 2.51 -0.20 6.23  0.2798
H: 3.51 -0.08 4.80  -0.1260



(5)
ORCA calculation (wB97M-V/def2-TZVPD) on a structure of composition ClFe in a non-equilibrium geometry.

Summary:
HOMO energy (spin up / spin down) ... -25.922 / -24.629 eV
Expectation value of S² ... 8.77
Frontier orbital gap (spin up / spin down) ... 11.66 / 7.43 eV
Spin multiplicity ... 6
Calculated total energy ... -46882.8299 eV
Net charge ... +2

Last column: Mulliken spin population.
CARTESIAN COORDINATES (ANGSTROEM)
Fe: -7.54 13.62 -32.93  3.9257
Cl: -6.06 13.55 -34.63  1.0743



(6)
ORCA calculation (wB97M-V/def2-TZVPD) on a structure of composition C24H25Cl3N3O2P2SV in a non-equilibrium geometry.

Summary:
HOMO energy (spin up / spin down) ... -7.419 / -7.402 eV
Expectation value of S² ... 2.02
Frontier orbital gap (spin up / spin down) ... 7.55 / 7.29 eV
Spin multiplicity ... 3
Calculated total energy ... -126530.1520 eV
Net charge ... 0

Last column: Mulliken spin population.
CARTESIAN COORDINATES (ANGSTROEM)
V: -0.44 0.14 -0.12  2.0187
N: -3.07 0.35 -3.81  0.0014
C: -2.48 0.41 -2.57  0.0141
S: -0.75 0.59 -2.53  -0.0321
N: -3.27 0.23 -1.55  -0.0027
N: -2.55 0.22 -0.32  -0.0295
C: -3.36 0.35 0.67  0.0401
C: -3.03 0.36 2.08  0.0277
C: -4.05 0.62 3.00  -0.0016
C: -3.78 0.64 4.36  0.0099
C: -2.48 0.38 4.79  -0.0006
C: -1.45 0.11 3.90  0.0164
C: -1.74 0.09 2.53  -0.0164
O: -0.79 -0.19 1.65  0.0173
H: -2.55 0.74 -4.57  0.0005
H: -4.06 0.50 -3.82  0.0002
H: -4.41 0.47 0.40  -0.0016
H: -5.05 0.81 2.64  -0.0001
H: -4.57 0.84 5.07  0.0010
H: -2.25 0.40 5.85  0.0002
H: -0.44 -0.08 4.22  0.0011
C: 3.20 -0.83 0.15  0.0049
P: 1.89 -0.13 -0.91  -0.0582
C: 2.65 1.31 -1.70  0.0035
C: 1.89 -1.44 -2.21  -0.0123
C: 2.85 -1.58 -3.21  -0.0027
C: 2.79 -2.64 -4.10  -0.0006
C: 1.78 -3.59 -3.99  0.0001
C: 0.82 -3.46 -2.99  -0.0055
C: 0.87 -2.39 -2.10  -0.0138
P: -0.37 -2.14 -0.78  -0.0146
C: 0.09 -3.32 0.53  0.0103
C: -1.90 -2.88 -1.45  0.0147
H: 4.05 -1.07 -0.49  -0.0017
H: 2.85 -1.75 0.62  -0.0045
H: 3.47 -0.12 0.92  0.0036
H: 3.58 1.04 -2.19  -0.0008
H: 2.85 2.06 -0.93  0.0024
H: 1.97 1.74 -2.43  -0.0006
H: 3.65 -0.85 -3.31  -0.0001
H: 3.53 -2.73 -4.88  0.0000
H: 1.73 -4.41 -4.68  0.0000
H: 0.04 -4.20 -2.91  0.0002
H: 0.22 -4.33 0.12  -0.0012
H: -0.69 -3.34 1.28  -0.0012
H: 1.01 -3.01 1.01  0.0009
H: -1.77 -3.95 -1.61  -0.0001
H: -2.17 -2.39 -2.39  0.0002
H: -2.70 -2.72 -0.74  -0.0003
Cl: 1.57 6.78 2.89  0.0000
C: 1.54 5.11 2.37  0.0003
C: 0.51 4.66 1.57  -0.0010
C: 0.53 3.33 1.19  -0.0154
Cl: -0.75 2.72 0.15  -0.0028
C: 1.51 2.39 1.54  0.0156
O: 1.48 1.17 1.16  0.0110
C: 2.53 2.94 2.36  0.0053
Cl: 3.82 1.88 2.86  0.0001
C: 2.55 4.25 2.77  0.0002
H: -0.28 5.32 1.25  0.0003
H: 3.36 4.61 3.39  0.0001